C19H33AsCl5N2O3OsSi3 as an isolated structure, computed with ωB97M-V/def2-TZVPD.

CARTESIAN COORDINATES (ANGSTROEM)
1 Os 0.75 1.18 1.28
2 N 2.28 1.15 2.88
3 C 1.98 -0.01 3.75
4 C 0.48 0.01 4.00
5 O -0.02 -0.28 5.05
6 N -0.22 0.49 2.90
7 C -1.38 1.34 3.21
8 C -1.17 2.56 2.29
9 O -2.02 2.94 1.52
10 O 0.11 2.93 2.29
11 H 2.12 2.03 3.37
12 H 3.24 1.12 2.55
13 H 2.29 -0.92 3.23
14 H 2.50 0.04 4.71
15 H -2.34 0.87 2.99
16 H -1.34 1.61 4.27
17 Cl 4.14 -0.04 0.73
18 C 3.58 1.32 -0.19
19 C 2.28 1.81 -0.03
20 C 1.94 2.91 -0.81
21 Cl 0.33 3.53 -0.63
22 C 2.79 3.50 -1.73
23 Cl 2.28 4.83 -2.68
24 C 4.07 2.97 -1.89
25 Cl 5.14 3.65 -3.04
26 C 4.47 1.87 -1.12
27 Cl 6.04 1.22 -1.33
28 C -3.84 0.69 -0.02
29 Si -2.55 0.64 -1.35
30 C -3.00 -0.59 -2.67
31 C -2.22 2.28 -2.14
32 As -0.55 -0.27 -0.30
33 Si -1.35 -2.18 0.96
34 C 0.16 -3.05 1.62
35 C -2.49 -1.71 2.35
36 C -2.31 -3.28 -0.20
37 Si 0.88 -1.21 -2.03
38 C 1.45 0.21 -3.09
39 C 2.23 -2.16 -1.16
40 C 0.02 -2.43 -3.15
41 H -4.75 1.13 -0.45
42 H -3.54 1.29 0.84
43 H -4.10 -0.32 0.31
44 H -3.94 -0.21 -3.10
45 H -3.18 -1.60 -2.32
46 H -2.28 -0.62 -3.48
47 H -2.99 2.41 -2.91
48 H -1.25 2.32 -2.64
49 H -2.29 3.11 -1.44
50 H 0.85 -2.37 2.12
51 H 0.71 -3.59 0.84
52 H -0.17 -3.78 2.36
53 H -1.96 -1.44 3.27
54 H -3.08 -2.61 2.56
55 H -3.19 -0.92 2.10
56 H -1.89 -3.38 -1.20
57 H -3.34 -2.94 -0.29
58 H -2.33 -4.28 0.25
59 H 1.72 1.11 -2.54
60 H 0.66 0.47 -3.81
61 H 2.32 -0.11 -3.66
62 H 2.40 -1.87 -0.13
63 H 3.18 -2.04 -1.70
64 H 1.98 -3.22 -1.18
65 H -0.56 -1.97 -3.94
66 H -0.58 -3.19 -2.66
67 H 0.86 -2.96 -3.63

The spin multiplicity is 5. The value obtained for the HOMO-LUMO gap (spin up / spin down) is 8.74 / 6.54 eV. For the highest occupied orbital energy (spin up / spin down), the calculation gives -11.86 / -11.98 eV. The calculation puts the energy above the lowest of the compared OMol25 structures with the same formula, charge and spin at 28.5 kcal per mole. The expectation value of S² is 6.03. The net charge is +1.

---

A 2-piece molecular cluster, C4H11NO2 overall, computed with ωB97M-V/def2-TZVPD.

CARTESIAN COORDINATES (ANGSTROEM)
1 O -1.36 0.06 -2.47
2 C -0.63 0.85 -1.93
3 C 0.48 0.51 -0.99
4 C -0.14 0.36 0.42
5 C 0.94 0.54 1.49
6 N 0.50 0.35 2.86
7 H -0.78 1.94 -2.11
8 H 1.04 -0.40 -1.23
9 H 1.20 1.33 -0.94
10 H -0.57 -0.63 0.51
11 H -0.89 1.14 0.57
12 H 1.73 -0.18 1.29
13 H 1.44 1.48 1.35
14 H -0.45 0.62 3.03
15 H 0.64 -0.59 3.18
16 H -0.44 -2.77 -2.07
17 H -1.62 -1.93 -1.63
18 O -1.06 -2.67 -1.34

The spin multiplicity is 1. The value obtained for the HOMO-LUMO gap is 10.20 eV. Its structure (SMILES) is NCCCC=O.O. For the highest occupied orbital energy, the calculation gives -9.31 eV. The calculation puts the energy above the lowest of the compared OMol25 structures with the same formula, charge and spin at 28.0 kcal per mole.

---

A 2-piece molecular cluster, C4H13NO overall, computed with ωB97M-V/def2-TZVPD.

CARTESIAN COORDINATES (ANGSTROEM)
1 C 0.60 0.32 -1.08
2 C -0.72 0.97 -0.75
3 C -0.77 1.48 0.74
4 C -0.98 2.09 -1.74
5 N 1.24 -0.72 -0.20
6 H 1.44 1.01 -1.14
7 H 0.44 -0.22 -2.04
8 H -1.47 0.16 -0.65
9 H -0.77 0.63 1.46
10 H -1.69 2.03 0.78
11 H 0.18 2.01 0.89
12 H -1.04 1.68 -2.74
13 H -1.91 2.60 -1.51
14 H -0.18 2.84 -1.77
15 H 1.53 -1.51 -0.77
16 H 0.41 -1.07 0.30
17 H 1.35 -5.27 4.05
18 H 1.14 -4.04 3.03
19 O 1.20 -4.98 3.14

The spin multiplicity is 1. The value obtained for the HOMO-LUMO gap is 10.23 eV. Its structure (SMILES) is CC(C)CN.O. For the highest occupied orbital energy, the calculation gives -9.42 eV. The calculation puts the energy above the lowest of the compared OMol25 structures with the same formula, charge and spin at 23.0 kcal per mole.

---

C14H32AlF6O18S6 as an isolated structure, computed with ωB97M-V/def2-TZVPD.

CARTESIAN COORDINATES (ANGSTROEM)
1 Al -7.17 -1.32 -15.01
2 C -9.97 0.91 -10.63
3 F -10.70 1.80 -11.29
4 F -8.75 1.45 -10.33
5 F -10.55 0.56 -9.46
6 S -9.74 -0.66 -11.79
7 O -9.01 -0.11 -12.98
8 O -8.98 -1.61 -11.04
9 O -11.09 -1.18 -12.08
10 C -3.60 1.43 -18.39
11 F -2.64 2.36 -18.57
12 F -4.63 1.63 -19.27
13 F -3.09 0.18 -18.64
14 S -4.25 1.41 -16.60
15 O -3.09 1.62 -15.78
16 O -5.13 2.58 -16.59
17 O -4.99 0.14 -16.40
18 O -7.24 4.18 -15.03
19 S -7.98 3.04 -15.69
20 O -7.60 1.59 -15.45
21 O -9.63 3.15 -15.32
22 C -10.26 4.47 -15.27
23 C -10.60 4.83 -13.86
24 C -8.11 3.43 -17.48
25 H -11.19 4.39 -15.84
26 H -9.63 5.27 -15.67
27 H -9.62 4.90 -13.40
28 H -11.16 4.02 -13.39
29 H -11.04 5.80 -13.66
30 H -8.96 2.84 -17.82
31 H -7.14 3.15 -17.90
32 H -8.23 4.51 -17.50
33 O -9.19 -5.37 -17.80
34 S -9.22 -3.90 -17.94
35 O -8.60 -3.02 -16.90
36 O -8.54 -3.58 -19.41
37 C -8.82 -4.51 -20.45
38 C -8.29 -4.02 -21.77
39 C -10.87 -3.29 -18.26
40 H -9.90 -4.69 -20.45
41 H -8.26 -5.44 -20.38
42 H -8.48 -4.77 -22.54
43 H -7.23 -3.80 -21.73
44 H -8.81 -3.10 -22.02
45 H -11.33 -3.46 -17.29
46 H -11.32 -3.91 -19.04
47 H -10.84 -2.25 -18.60
48 O -9.24 -3.27 -14.12
49 S -10.40 -4.15 -14.01
50 O -11.59 -3.81 -14.76
51 O -9.93 -5.63 -14.52
52 C -10.84 -6.74 -14.43
53 C -10.40 -7.65 -15.48
54 C -10.70 -4.47 -12.27
55 H -11.83 -6.35 -14.64
56 H -10.87 -7.29 -13.49
57 H -10.97 -8.57 -15.61
58 H -9.41 -8.00 -15.19
59 H -10.23 -7.27 -16.49
60 H -11.56 -5.13 -12.14
61 H -10.85 -3.53 -11.73
62 H -9.75 -4.88 -11.93
63 O -6.52 -2.56 -12.42
64 S -6.16 -3.24 -11.17
65 O -7.14 -3.99 -10.44
66 O -4.80 -4.10 -11.51
67 C -4.43 -5.16 -10.67
68 C -3.08 -5.65 -11.15
69 C -5.35 -2.02 -10.07
70 H -5.14 -5.97 -10.86
71 H -4.45 -5.04 -9.58
72 H -3.14 -6.08 -12.15
73 H -2.79 -6.51 -10.55
74 H -2.31 -4.88 -11.18
75 H -4.68 -1.41 -10.68
76 H -4.92 -2.65 -9.29
77 H -6.15 -1.33 -9.79

The spin multiplicity is 2. The value obtained for the HOMO-LUMO gap (spin up / spin down) is 8.41 / 2.59 eV. For the highest occupied orbital energy (spin up / spin down), the calculation gives -8.29 / -8.28 eV. The expectation value of S² is 0.77.

---

A 2-piece molecular cluster, C7H12BF8NO5P overall, computed with ωB97M-V/def2-TZVPD.

CARTESIAN COORDINATES (ANGSTROEM)
1 N -1.99 4.50 -2.33
2 P -1.77 3.03 -2.69
3 O -3.17 2.22 -2.90
4 O -1.00 2.88 -4.11
5 C -0.76 1.92 -1.64
6 C -1.27 1.63 -0.20
7 O -0.19 1.94 0.64
8 B 0.55 3.03 -0.08
9 O 0.50 2.49 -1.51
10 H -2.97 4.73 -2.23
11 H -2.99 1.31 -3.19
12 H -1.14 1.99 -4.46
13 H -0.69 0.97 -2.19
14 H -1.40 0.55 -0.12
15 H -2.19 2.14 0.08
16 H -0.12 4.06 -0.01
17 H 1.68 3.24 0.34
18 C 0.50 -1.05 1.49
19 C -0.57 -2.10 1.14
20 C -0.90 -3.17 2.18
21 F 0.16 -3.96 2.46
22 F -1.89 -3.97 1.69
23 F -0.29 -2.69 -0.04
24 F -1.72 -1.40 1.00
25 O 1.82 -1.25 0.99
26 C 2.76 -1.97 1.64
27 C 3.25 -3.17 0.81
28 F 2.23 -4.01 0.53
29 F 4.18 -3.85 1.52
30 F 2.39 -2.36 2.88
31 F 3.86 -1.18 1.78
32 H 0.18 -0.13 0.99
33 H 0.52 -0.84 2.56
34 H -1.26 -2.70 3.11
35 H 3.69 -2.81 -0.12

The spin multiplicity is 1. The value obtained for the HOMO-LUMO gap is 6.97 eV. For the highest occupied orbital energy, the calculation gives -4.27 eV. The net charge is -1.

---

An isolated ion of composition C6H16N3 and charge +1, computed with ωB97M-V/def2-TZVPD.

CARTESIAN COORDINATES (ANGSTROEM)
1 C 0.48 1.15 1.14
2 C 2.74 -0.14 1.62
3 C -1.93 0.95 -1.01
4 C -0.64 -1.75 -2.02
5 C 1.69 0.95 2.00
6 C -1.36 -0.16 -0.14
7 N 0.82 1.25 -0.27
8 N 0.27 0.06 0.24
9 N -1.40 -1.59 -0.79
10 H -0.20 1.79 1.52
11 H 3.41 -0.32 2.39
12 H 3.13 0.29 0.63
13 H 2.30 -1.10 1.55
14 H -1.35 1.51 -1.80
15 H -2.11 1.75 -0.31
16 H -2.81 0.48 -1.56
17 H -1.10 -1.06 -2.88
18 H 0.29 -1.43 -1.84
19 H -0.70 -2.77 -2.17
20 H 2.07 1.93 1.98
21 H 1.31 0.68 3.04
22 H -2.08 -0.22 0.74
23 H 0.47 1.86 -0.95
24 H -0.98 -2.25 -0.10
25 H -2.31 -1.84 -1.01

The spin multiplicity is 1. The value obtained for the HOMO-LUMO gap is 9.31 eV. Its structure (SMILES) is CC[C@H]1NN1[C@@H](C)[NH2+]C. For the highest occupied orbital energy, the calculation gives -12.54 eV. The calculation puts the energy above the lowest of the compared OMol25 structures with the same formula, charge and spin at 93.8 kcal per mole. The net charge is +1.

---

A 3-piece molecular cluster, C15H31N2O11P2 overall, computed with ωB97M-V/def2-TZVPD.

CARTESIAN COORDINATES (ANGSTROEM)
1 C -3.32 6.47 0.17
2 N -3.99 5.16 -0.02
3 C -5.21 5.17 0.84
4 C -3.09 4.07 0.36
5 O -1.93 4.35 0.50
6 C -3.75 2.67 0.49
7 C -2.81 1.49 0.90
8 N -2.10 0.84 -0.27
9 P -0.63 1.67 -0.71
10 C -0.86 2.03 -2.56
11 O 0.73 0.63 -0.66
12 P -1.71 1.85 2.38
13 O -2.44 2.89 3.23
14 C -3.80 0.33 1.42
15 O -4.47 -0.29 0.57
16 O -3.93 0.08 2.68
17 H -2.49 6.63 -0.55
18 H -3.00 6.58 1.25
19 H -4.10 7.25 -0.03
20 H -5.91 4.38 0.43
21 H -4.93 4.82 1.87
22 H -5.78 6.13 0.81
23 H -4.64 2.63 1.18
24 H -4.16 2.41 -0.53
25 H -1.83 -0.11 0.04
26 H -1.84 2.55 -2.75
27 H -0.01 2.61 -2.99
28 H -0.92 1.06 -3.15
29 H 1.41 1.11 -1.17
30 H -1.52 0.67 3.16
31 H -0.46 2.43 2.04
32 C 1.72 -1.16 1.78
33 C 3.05 -0.62 1.28
34 O 4.10 -0.84 2.23
35 C 4.55 -2.09 2.31
36 O 4.17 -3.03 1.66
37 O 5.50 -2.13 3.26
38 C 5.99 -3.44 3.52
39 H 1.48 -0.73 2.76
40 H 0.92 -0.91 1.08
41 H 1.75 -2.24 1.90
42 H 2.97 0.46 1.14
43 H 3.31 -1.04 0.31
44 H 6.35 -3.92 2.61
45 H 5.22 -4.05 3.99
46 H 6.83 -3.35 4.22
47 C 1.96 -4.55 -0.59
48 C 3.04 -4.44 -1.65
49 O 2.56 -4.83 -2.94
50 C 1.77 -3.95 -3.56
51 O 1.45 -2.87 -3.13
52 O 1.38 -4.47 -4.73
53 C 0.44 -3.66 -5.43
54 H 1.53 -5.55 -0.58
55 H 2.36 -4.32 0.39
56 H 1.14 -3.85 -0.79
57 H 3.85 -5.13 -1.40
58 H 3.47 -3.44 -1.69
59 H 0.82 -2.65 -5.58
60 H -0.51 -3.64 -4.90
61 H 0.28 -4.12 -6.41

The spin multiplicity is 1. The value obtained for the HOMO-LUMO gap is 7.00 eV. For the highest occupied orbital energy, the calculation gives -4.77 eV. The net charge is -1.

---

C3H3GaO4 as an isolated structure, computed with ωB97M-V/def2-TZVPD.

CARTESIAN COORDINATES (ANGSTROEM)
1 C 1.54 -0.69 0.00
2 C 0.62 -1.84 0.35
3 O -0.65 -1.44 0.55
4 O 1.06 0.43 -0.11
5 H 2.61 -0.88 -0.17
6 H 0.64 -2.64 -0.44
7 Ga -0.78 0.50 0.28
8 O -2.69 3.86 -0.89
9 O -1.32 2.13 -0.22
10 C -2.01 3.00 -0.58
11 H 0.98 -2.42 1.23

The spin multiplicity is 2. The value obtained for the HOMO-LUMO gap (spin up / spin down) is 10.24 / 8.31 eV. For the highest occupied orbital energy (spin up / spin down), the calculation gives -27.96 / -27.93 eV. The calculation puts the energy above the lowest of the compared OMol25 structures with the same formula, charge and spin at 0.0 kcal per mole. The expectation value of S² is 0.76. The net charge is +3.

---

C42H55Cl2N4O4PPbS2 as an isolated structure, computed with ωB97M-V/def2-TZVPD.

CARTESIAN COORDINATES (ANGSTROEM)
1 Pb 0.14 -0.32 -0.06
2 C 1.37 3.53 2.68
3 C 0.43 2.56 3.39
4 C 1.13 1.32 3.87
5 C 1.23 1.11 5.23
6 C 1.89 0.01 5.75
7 C 2.45 -0.90 4.88
8 C 2.38 -0.72 3.50
9 C 3.08 -1.71 2.62
10 C 4.60 -1.57 2.73
11 C 1.72 0.40 2.99
12 N 1.71 0.57 1.59
13 C 2.83 0.95 1.04
14 C 3.08 0.84 -0.33
15 C 4.18 1.22 -1.13
16 C 3.89 0.80 -2.41
17 C 2.63 0.19 -2.36
18 N 2.15 0.20 -1.12
19 H 0.83 4.45 2.43
20 H 1.74 3.10 1.76
21 H 2.22 3.77 3.32
22 H -0.38 2.28 2.71
23 H -0.02 3.07 4.24
24 H 0.79 1.84 5.91
25 H 1.97 -0.14 6.81
26 H 2.95 -1.78 5.27
27 H 2.77 -1.58 1.58
28 H 2.79 -2.72 2.92
29 H 4.92 -0.65 2.25
30 H 5.09 -2.41 2.24
31 H 4.90 -1.54 3.77
32 H 3.63 1.34 1.67
33 H 5.06 1.72 -0.79
34 H 4.50 0.91 -3.29
35 H 2.08 -0.26 -3.16
36 S -1.64 1.60 0.95
37 C -2.95 0.74 1.52
38 N -4.09 1.36 1.87
39 C -5.24 0.55 2.18
40 C -5.24 -0.63 1.22
41 N -4.04 -1.40 1.49
42 C -4.14 -2.84 1.54
43 C -4.44 -3.45 0.19
44 C -5.75 -3.57 -0.26
45 C -6.02 -4.13 -1.50
46 C -4.99 -4.62 -2.28
47 C -3.68 -4.52 -1.83
48 C -3.41 -3.92 -0.61
49 C -2.91 -0.72 1.69
50 S -1.51 -1.47 2.21
51 C -4.20 2.80 1.88
52 C -4.54 3.42 0.54
53 C -3.89 4.58 0.14
54 C -4.23 5.21 -1.04
55 C -5.21 4.67 -1.85
56 C -5.86 3.51 -1.47
57 C -5.52 2.89 -0.28
58 H -6.15 1.15 2.06
59 H -5.18 0.20 3.22
60 H -5.23 -0.26 0.18
61 H -6.12 -1.26 1.37
62 H -4.92 -3.11 2.25
63 H -3.19 -3.22 1.92
64 H -6.57 -3.24 0.36
65 H -7.04 -4.20 -1.84
66 H -5.20 -5.08 -3.24
67 H -2.88 -4.93 -2.42
68 H -2.39 -3.84 -0.27
69 H -3.24 3.21 2.23
70 H -4.98 3.06 2.60
71 H -3.11 4.99 0.77
72 H -3.73 6.12 -1.33
73 H -5.47 5.16 -2.78
74 H -6.61 3.07 -2.11
75 H -6.04 1.98 -0.01
76 C -2.62 0.77 -5.85
77 C -2.63 1.88 -4.79
78 C -4.02 2.02 -4.19
79 C -2.23 3.21 -5.43
80 O -1.66 1.51 -3.82
81 P -1.72 1.78 -2.23
82 O -2.98 1.34 -1.59
83 O -0.44 1.14 -1.74
84 O -1.60 3.40 -2.10
85 C -0.38 4.13 -2.09
86 C 0.24 4.07 -0.69
87 C -0.75 5.58 -2.42
88 C 0.63 3.61 -3.12
89 H -3.26 1.05 -6.68
90 H -2.98 -0.16 -5.42
91 H -1.61 0.61 -6.22
92 H -4.75 2.23 -4.97
93 H -4.03 2.82 -3.45
94 H -4.31 1.10 -3.68
95 H -2.94 3.46 -6.22
96 H -1.24 3.13 -5.86
97 H -2.24 3.99 -4.68
98 H -0.52 4.32 0.05
99 H 1.07 4.77 -0.60
100 H 0.59 3.06 -0.49
101 H -1.49 5.95 -1.70
102 H -1.17 5.65 -3.42
103 H 0.13 6.21 -2.36
104 H 0.75 2.54 -3.01
105 H 1.59 4.10 -2.97
106 H 0.28 3.82 -4.13
107 Cl -0.76 -2.52 -5.45
108 C -1.54 -2.87 -3.91
109 Cl -1.73 -1.39 -2.89
110 H -0.92 -3.59 -3.38
111 H -2.53 -3.27 -4.13

The spin multiplicity is 1. The value obtained for the HOMO-LUMO gap is 6.72 eV. For the highest occupied orbital energy, the calculation gives -7.50 eV.

---

A 2-piece molecular cluster, C6H10O overall, computed with ωB97M-V/def2-TZVPD.

CARTESIAN COORDINATES (ANGSTROEM)
1 C 0.84 -1.37 -1.54
2 O 0.48 0.00 -1.52
3 C -0.30 0.42 -0.50
4 C -0.65 1.87 -0.66
5 C 0.82 0.14 1.85
6 C -1.10 -0.45 0.23
7 C -1.33 -1.02 1.31
8 H -0.05 -2.00 -1.49
9 H 1.38 -1.53 -2.47
10 H 1.50 -1.60 -0.69
11 H 0.26 2.45 -0.83
12 H -1.16 2.25 0.23
13 H -1.31 2.00 -1.52
14 H -0.03 0.78 1.87
15 H 1.63 0.38 2.54
16 H 0.93 -0.76 1.28
17 H -1.93 -1.61 1.98

The spin multiplicity is 1. The value obtained for the HOMO-LUMO gap (spin up / spin down) is 8.32 / 7.92 eV. For the highest occupied orbital energy (spin up / spin down), the calculation gives -8.02 / -7.38 eV. The calculation puts the energy above the lowest of the compared OMol25 structures with the same formula, charge and spin at 131.1 kcal per mole.

---

An isolated ion of composition C5H9N2 and charge +1, computed with ωB97M-V/def2-TZVPD.

CARTESIAN COORDINATES (ANGSTROEM)
1 C 1.79 2.38 -0.10
2 C 0.91 -0.11 -0.16
3 C -2.55 0.52 0.10
4 C -0.47 -0.38 -0.79
5 C 1.71 -1.29 0.41
6 N 1.32 1.22 -0.02
7 N -1.50 -0.18 0.25
8 H 1.91 3.16 0.72
9 H -3.36 0.57 0.80
10 H -2.79 0.98 -0.80
11 H -0.72 0.23 -1.66
12 H -0.30 -1.35 -1.04
13 H 1.69 -1.22 1.47
14 H 2.66 -1.31 -0.10
15 H 1.19 -2.15 0.07
16 H -1.50 -1.07 0.86

The spin multiplicity is 3. The value obtained for the HOMO-LUMO gap (spin up / spin down) is 4.31 / 9.14 eV. For the highest occupied orbital energy (spin up / spin down), the calculation gives -9.56 / -15.67 eV. The calculation puts the energy above the lowest of the compared OMol25 structures with the same formula, charge and spin at 52.6 kcal per mole. The expectation value of S² is 2.03. The net charge is +1.

---

DFT total energy values (in Ha) by entry order: -6574.75535 -364.22359 -290.16025 -5137.48656 -1870.16190 -402.06628 -2210.09101 -2340.37320 -4404.55904 -309.63348 -304.94122.